The following is a DFT calculation (the ωB97M-V functional and the def2-TZVPD basis) of 2 unconnected molecules or ions with the total composition C5H15NO2.

Geometry (Å):
O1 1.59 0.67 1.17
O2 -2.40 2.24 0.12
N1 -0.77 -0.64 0.35
C1 2.11 -1.64 0.62
C2 1.69 -0.24 0.13
C3 0.30 -0.42 -0.62
C4 -1.97 -1.20 -0.30
C5 0.02 0.83 -1.51
H1 1.52 0.25 2.00
H2 0.27 1.75 -0.98
H3 -1.87 -2.19 -0.82
H4 2.21 -2.30 -0.19
H5 0.41 -1.40 -1.16
H6 -1.83 1.60 -0.28
H7 2.49 0.21 -0.57
H8 0.50 0.71 -2.46
H9 1.30 -2.05 1.25
H10 -1.78 3.06 0.53
H11 -2.71 -1.38 0.50
H12 -2.43 -0.41 -0.94
H13 -0.98 0.21 0.82
H14 2.86 -1.74 1.42
H15 -0.99 0.91 -1.86

Net charge   0
SMILES string   CN[C@@H](C)[C@H](C)O.O
E_HOMO   -8.87 eV
Electronic energy   -404.67922 Ha
LUMO energy   0.771 eV

---

The following is a DFT calculation (the ωB97M-V functional and the def2-TZVPD basis) of 5 unconnected molecules or ions with the total composition C18H29BrCl16N4O5P2.

Geometry (Å):
Br1 -1.03 2.65 -4.77
Cl1 -4.52 -6.47 2.35
Cl2 -0.07 4.86 3.04
Cl3 -2.15 4.65 1.01
Cl4 -2.49 -5.57 4.23
Cl5 5.23 1.54 1.20
Cl6 4.08 1.33 -1.47
Cl7 3.13 -5.21 3.21
Cl8 5.31 -1.00 -0.22
Cl9 6.97 1.22 -1.11
Cl10 -0.74 7.16 1.40
Cl11 -2.61 6.23 3.42
Cl12 -2.95 -4.10 1.76
Cl13 1.01 -4.20 1.49
Cl14 3.20 -5.74 0.35
Cl15 3.68 -3.05 1.35
Cl16 -4.94 -4.03 3.88
P1 -0.47 0.84 -2.06
P2 -2.67 0.92 -1.67
O1 1.84 -0.62 0.24
O2 1.23 0.84 -2.34
O3 -3.01 0.67 0.06
O4 0.61 -1.68 3.12
O5 -3.60 -0.28 -2.49
N1 0.11 0.67 3.97
N2 -3.30 2.35 -2.22
N3 2.27 3.25 -3.20
N4 -0.26 -0.65 -1.12
C1 2.76 -4.55 1.60
C2 1.81 2.08 -2.81
C3 2.06 -2.15 -1.76
C4 0.31 -0.13 -4.80
C5 -1.83 -1.31 3.75
C6 0.93 1.33 2.85
C7 -0.05 1.61 1.57
C8 -1.00 -1.85 -1.62
C9 0.65 2.36 0.29
C10 1.14 0.51 5.11
C11 -0.26 -0.76 3.61
C12 -3.73 -5.04 3.06
C13 -0.41 2.48 -0.99
C14 5.40 0.77 -0.40
C15 -1.39 5.72 2.22
C16 -0.40 -0.40 -6.29
C17 1.16 -1.06 -0.86
C18 -0.80 0.80 -3.95
H1 -1.13 -1.90 -2.79
H2 0.44 -1.19 -4.32
H3 -1.83 0.27 -4.25
H4 0.82 3.49 0.63
H5 -0.80 -1.53 -6.37
H6 -3.86 0.00 -3.42
H7 0.36 -0.17 -7.17
H8 1.38 1.55 5.60
H9 1.71 1.96 -0.01
H10 -2.50 -0.40 4.14
H11 1.26 2.39 3.28
H12 -3.62 1.42 0.36
H13 -0.92 2.33 1.95
H14 -1.44 2.67 -0.42
H15 -2.25 -1.68 2.71
H16 -0.26 3.44 -1.63
H17 -0.63 0.62 1.21
H18 1.85 0.68 2.55
H19 -1.93 -2.17 4.56
H20 -2.07 -1.83 -1.08
H21 1.86 -3.25 -1.33
H22 0.66 -0.27 5.85
H23 1.30 0.44 -5.03
H24 -1.35 0.27 -6.47
H25 1.77 -2.15 -2.89
H26 -0.55 -2.90 -1.29
H27 -3.74 2.86 -1.39
H28 3.21 -1.93 -1.62
H29 2.08 0.00 4.63

Net charge   0
SMILES string   CC[C@H](Br)P(CCCCN(C)C(C)=O)(OC#N)(N(C)C(C)=O)P(=N)(O)O.ClC(Cl)(Cl)Cl.ClC(Cl)(Cl)Cl.ClC(Cl)(Cl)Cl.ClC(Cl)(Cl)Cl
E_HOMO   -8.71 eV
Electronic energy   -11917.85644 Ha
LUMO energy   -0.398 eV

---

The following is a DFT calculation (the ωB97M-V functional and the def2-TZVPD basis) of a molecular structure, C21H21GaI2N7OSSe.

Geometry (Å):
I1 5.49 -2.22 4.44
I2 4.06 -1.17 -1.38
Se1 -1.20 -1.39 -2.21
Ga1 -0.21 -0.50 -0.26
S1 -2.04 1.46 0.12
O1 1.25 -1.59 -0.09
N1 -2.98 -1.44 0.74
N2 0.91 1.26 0.13
N3 -3.64 -0.69 -0.23
N4 -5.04 -0.03 -1.77
N5 -4.20 0.98 -1.45
N6 2.66 -3.03 -4.35
N7 -0.23 -0.43 1.97
C1 0.44 0.77 2.47
C2 1.35 2.02 -0.86
C3 1.76 -1.80 2.23
C4 -5.27 -2.40 -1.07
C5 0.93 -1.41 -4.16
C6 4.47 -1.76 1.60
C7 -4.70 -1.04 -1.04
C8 1.00 -3.27 -2.66
C9 1.69 3.83 0.64
C10 0.41 -2.09 -3.07
C11 3.51 -1.60 0.61
C12 0.30 -1.68 2.55
C13 4.06 -1.97 2.90
C14 1.27 3.01 1.67
C15 -3.30 0.60 -0.53
C16 0.89 1.71 1.38
C17 2.14 -3.69 -3.33
C18 2.14 -1.66 0.89
C19 1.74 3.33 -0.65
C20 2.71 -1.97 3.23
C21 2.07 -1.93 -4.76
H1 5.52 -1.75 1.34
H2 -4.26 1.88 -1.91
H3 1.96 4.86 0.84
H4 -4.48 -3.13 -1.23
H5 2.65 -4.59 -3.04
H6 0.13 -1.71 3.63
H7 2.53 -1.43 -5.60
H8 2.39 -2.10 4.25
H9 1.33 0.46 3.02
H10 -5.99 -2.46 -1.88
H11 1.21 3.37 2.69
H12 -0.20 1.31 3.17
H13 -0.24 -2.52 2.08
H14 2.08 3.94 -1.48
H15 -3.43 -1.28 1.65
H16 0.47 -0.50 -4.54
H17 -5.80 -2.63 -0.14
H18 -1.22 -0.38 2.22
H19 0.61 -3.85 -1.84
H20 1.35 1.57 -1.85
H21 -3.05 -2.43 0.51

Net charge   +1
E_HOMO   -10.43 eV
Electronic energy   -6591.04096 Ha
LUMO energy   -2.795 eV

---

Number 1: F_max 0.097 Eh/bohr. Number 2: F_max 0.232 Eh/bohr. Number 3: F_max 0.025 Eh/bohr.